<a>
Entry from the Open Molecules 2025 dataset: a 3-piece molecular cluster, C4H14N2O3 overall (wB97M-V/def2-TZVPD).

The geometry in XYZ format:
```
23
Properties=species:S:1:pos:R:3
O 2.604 -0.333 1.546
C 1.677 -1.099 1.436
C 0.242 -0.611 1.176
C -0.717 -1.654 1.696
N 0.142 -0.386 -0.309
C 1.006 0.727 -0.766
N 2.101 0.419 -1.671
H 1.922 -2.153 1.672
H 0.088 0.398 1.609
H -0.321 -2.661 1.849
H -1.263 -1.383 2.592
H -1.569 -1.796 1.016
H 0.305 -1.269 -0.780
H 1.379 1.359 0.066
H 0.415 1.376 -1.465
H 2.837 -0.214 -1.369
H 1.671 0.017 -2.494
H -1.974 0.745 -2.000
H -3.291 0.282 -1.248
O -2.889 0.942 -1.835
H -1.063 1.745 -0.103
H -2.119 2.870 -0.330
O -1.183 2.678 -0.287
```

Summary:
gap between HOMO and LUMO: 9.6 eV
structure (SMILES): C[C@@H](C=O)NCN.O.O
2S+1: 1
charge: 0
E_HOMO: -9.108 eV

=====

<b>
Entry from the Open Molecules 2025 dataset: a 3-piece molecular cluster, C4H14N2O3 overall (wB97M-V/def2-TZVPD).

The geometry in XYZ format:
```
23
Properties=species:S:1:pos:R:3
O -0.146 2.294 -2.079
C 0.725 2.003 -1.290
C 0.455 1.262 0.015
C 1.567 1.524 1.007
N 0.347 -0.183 -0.304
C -0.798 -0.532 -1.149
N -0.527 -1.012 -2.498
H 1.754 2.329 -1.544
H -0.514 1.550 0.384
H 2.503 1.875 0.573
H 1.296 2.208 1.814
H 1.823 0.615 1.564
H 1.228 -0.498 -0.692
H -1.509 0.265 -1.191
H -1.284 -1.386 -0.719
H -0.029 -0.383 -3.111
H 0.005 -1.873 -2.433
H -0.248 -2.536 1.463
H 0.321 -2.133 2.871
O -0.338 -2.665 2.420
H -1.602 -0.588 1.230
H -2.533 -1.228 2.287
O -2.496 -0.906 1.382
```

Summary:
gap between HOMO and LUMO: 9.6 eV
structure (SMILES): C[C@@H](C=O)NCN.O.O
2S+1: 1
charge: 0
E_HOMO: -9.109 eV

=====

<b> has the most favorable energy; the next structure is 0.377 eV above.

=====

<a>
Entry from the Open Molecules 2025 dataset: an isolated ion of composition C5H7N2 and charge +1 (wB97M-V/def2-TZVPD).

The geometry in XYZ format:
```
14
Properties=species:S:1:pos:R:3
C 1.521 0.068 -1.147
C 0.138 1.221 0.329
C -0.619 -0.101 -0.578
C -0.038 0.312 1.534
C -0.753 -0.806 0.786
N -0.864 1.254 -0.542
N 0.462 -0.551 -1.458
H 2.499 -0.117 -1.548
H 0.911 0.035 1.982
H -0.627 0.849 2.283
H -1.787 -0.999 1.060
H -0.202 -1.744 0.780
H -0.946 1.874 -1.338
H 0.304 -1.296 -2.142
```

Summary:
gap between HOMO and LUMO (spin up / spin down): 8.5 / 8.5 eV
2S+1: 1
charge: +1
E_HOMO (spin up / spin down): -13.734 / -13.736 eV

=====

<b>
Entry from the Open Molecules 2025 dataset: an isolated ion of composition C5H7N2 and charge +1 (wB97M-V/def2-TZVPD).

The geometry in XYZ format:
```
14
Properties=species:S:1:pos:R:3
C -1.694 -0.340 0.452
C -0.915 -0.139 -0.671
C -0.379 0.005 0.764
C 0.267 0.348 2.288
C -0.283 -0.320 -1.980
N 1.269 1.058 2.304
N 1.112 -0.291 -1.949
H -2.626 -0.793 0.872
H -0.531 -1.252 -2.362
H -0.686 0.543 -2.564
H 1.645 1.377 3.248
H 1.496 0.621 -2.269
H -0.292 -0.147 2.963
H 1.616 -0.671 -1.095
```

Summary:
gap between HOMO and LUMO: 8.6 eV
2S+1: 1
charge: +1
E_HOMO: -13.741 eV

=====

<c>
Entry from the Open Molecules 2025 dataset: C5H7N2 as an isolated structure (wB97M-V/def2-TZVPD).

The geometry in XYZ format:
```
14
Properties=species:S:1:pos:R:3
C 0.349 -0.371 0.934
C -0.618 -1.111 0.191
C 1.097 -0.742 2.034
C 0.512 0.668 -0.123
C -0.889 0.118 -0.618
N 1.656 -0.641 3.044
N -1.172 -0.104 -2.029
H 0.754 2.509 0.831
H 1.367 0.492 -0.857
H -1.774 0.622 -0.074
H 2.212 -0.864 3.842
H -1.853 0.537 -2.593
H -1.370 -1.152 -2.131
H -0.270 0.039 -2.452
```

Summary:
gap between HOMO and LUMO (spin up / spin down): 7.6 / 7.2 eV
2S+1: 1
charge: +1
E_HOMO (spin up / spin down): -12.151 / -11.620 eV

=====

<b> has the most favorable energy; the next structure is 1.491 eV above.

=====

<a>
Entry from the Open Molecules 2025 dataset: C5H7N2 as an isolated structure (wB97M-V/def2-TZVPD).

The geometry in XYZ format:
```
14
Properties=species:S:1:pos:R:3
C 1.449 0.312 0.295
C 0.181 -0.275 0.488
C 0.180 -0.455 -0.969
C -1.202 0.635 0.479
C -0.853 -0.346 1.531
N 1.337 0.579 -0.943
N -0.334 -1.322 -1.613
H 2.198 0.750 0.921
H -1.066 1.706 0.612
H -1.690 0.204 -0.400
H -1.359 -1.391 1.340
H -0.649 -0.036 2.554
H 1.916 0.981 -1.728
H -0.107 -1.341 -2.566
```

Summary:
gap between HOMO and LUMO (spin up / spin down): 9.0 / 9.0 eV
2S+1: 1
charge: +1
E_HOMO (spin up / spin down): -14.343 / -14.343 eV

=====

<b>
Entry from the Open Molecules 2025 dataset: C5H7N2 as an isolated structure (wB97M-V/def2-TZVPD).

The geometry in XYZ format:
```
14
Properties=species:S:1:pos:R:3
C 0.305 0.418 0.973
C 1.082 0.035 -0.202
C 0.543 0.887 2.145
C -0.935 -0.027 0.272
C -0.097 -0.356 -0.846
N 0.818 1.556 3.061
N -0.392 -0.866 -2.212
H -1.498 -0.843 0.851
H -1.760 0.741 -0.060
H 2.189 0.063 -0.263
H 1.187 1.210 4.007
H -0.134 -0.022 -2.795
H -1.407 -1.050 -2.449
H 0.099 -1.745 -2.483
```

Summary:
gap between HOMO and LUMO: 8.2 eV
2S+1: 1
charge: +1
E_HOMO: -12.040 eV

=====

<b> has the most favorable energy; the next structure is 0.938 eV above.

=====

<a>
Entry from the Open Molecules 2025 dataset: C5H7N2 as an isolated structure (wB97M-V/def2-TZVPD).

The geometry in XYZ format:
```
14
Properties=species:S:1:pos:R:3
C -0.798 -0.189 -1.414
C 0.212 -0.737 -0.498
C 0.446 0.860 -0.040
C -0.184 -0.929 0.997
C 0.094 0.550 1.386
N -0.653 0.987 -0.909
N 1.520 -0.431 -0.684
H -1.039 -0.690 -2.411
H -1.108 -1.432 1.261
H 0.658 -1.476 1.387
H 0.956 0.455 2.058
H -0.590 1.322 1.719
H -1.271 1.868 -1.237
H 1.757 -0.158 -1.615
```

Summary:
gap between HOMO and LUMO: 8.4 eV
2S+1: 1
charge: +1
E_HOMO: -13.762 eV

=====

<b>
Entry from the Open Molecules 2025 dataset: an isolated ion of composition C5H7N2 and charge +1 (wB97M-V/def2-TZVPD).

The geometry in XYZ format:
```
14
Properties=species:S:1:pos:R:3
C 0.483 0.015 -0.205
C -0.724 -1.059 -0.162
C 1.766 0.099 -0.249
C 3.136 0.076 0.073
C -2.855 0.276 0.010
N -0.566 0.994 -0.141
N -1.506 0.014 -0.143
H -0.663 -2.161 -0.010
H 3.351 1.101 0.044
H 3.884 -0.348 -0.648
H 3.351 -0.219 1.162
H -3.553 -0.320 -0.636
H -3.058 0.178 1.144
H -3.047 1.353 -0.239
```

Summary:
gap between HOMO and LUMO (spin up / spin down): 6.3 / 6.3 eV
2S+1: 1
charge: +1
E_HOMO (spin up / spin down): -12.974 / -12.975 eV

=====

<a> has the most favorable energy; the next structure is 0.885 eV above.

=====

<a>
Entry from the Open Molecules 2025 dataset: a 3-piece molecular cluster, C4H12OS overall (wB97M-V/def2-TZVPD).

The geometry in XYZ format:
```
18
Properties=species:S:1:pos:R:3
C 0.279 0.247 -2.264
C -0.913 0.514 -1.384
C -0.874 0.051 0.074
S -0.289 1.328 1.223
C 0.202 0.302 2.652
H 1.175 0.544 -1.695
H 0.476 -0.838 -2.285
H 0.211 0.733 -3.230
H -1.777 -0.177 -1.826
H -1.265 1.551 -1.417
H -0.238 -0.851 0.197
H -1.827 -0.144 0.545
H 1.036 0.782 3.192
H -0.710 0.398 3.292
H 0.428 -0.781 2.583
H 1.309 0.013 -0.039
H 1.557 -2.158 0.511
O 1.221 -1.514 -0.129
```

Summary:
gap between HOMO and LUMO: 8.5 eV
2S+1: 1
charge: 0
E_HOMO: -8.659 eV

=====

<b>
Entry from the Open Molecules 2025 dataset: a 2-piece molecular cluster, C4H12OS overall (wB97M-V/def2-TZVPD).

The geometry in XYZ format:
```
18
Properties=species:S:1:pos:R:3
C 3.054 -2.833 0.845
S 1.608 -2.189 1.834
C 1.294 -0.679 0.848
H 3.250 -3.711 1.475
H 2.701 -3.027 -0.149
H 3.912 -2.141 0.817
H 2.321 -0.542 0.437
H 1.006 0.146 1.522
H 0.546 -0.828 0.034
C -2.901 1.621 -0.849
O -2.957 1.330 0.554
C -1.499 1.888 -1.315
H -3.638 2.425 -0.986
H -3.132 0.740 -1.481
H -2.267 1.900 0.911
H -0.712 1.228 -0.911
H -1.156 2.979 -1.199
H -1.430 1.693 -2.387
```

Summary:
gap between HOMO and LUMO: 9.4 eV
structure (SMILES): CCO.CSC
2S+1: 1
charge: 0
E_HOMO: -8.561 eV

=====

<b> has the most favorable energy; the next structure is 3.134 eV above.